# 1
ORCA calculation (wB97M-V/def2-TZVPD) on a structure of composition C16H38AsF6O15.

Atoms and positions in Å:
As -0.771 0.633 -0.565
F -1.083 -0.598 -1.923
F 1.006 0.664 -1.025
F -0.454 1.875 0.683
F -2.478 0.784 -0.089
F -0.428 -0.696 0.627
F -0.840 1.990 -1.781
O 3.219 -0.594 0.331
H 2.813 0.099 -0.189
H 2.482 -1.105 0.667
O -4.202 2.330 0.714
H -3.601 1.689 0.335
H -3.643 3.068 0.957
C 1.801 -4.565 1.864
C 1.117 -3.303 2.487
C 0.797 -3.329 3.993
O 1.380 -2.224 4.566
C 2.217 -1.654 3.637
O 2.897 -0.612 3.849
O 1.961 -2.173 2.427
H 2.850 -4.627 2.156
H 1.874 -4.525 0.777
H 1.306 -5.457 2.248
H 0.290 -2.989 1.850
H 1.256 -4.241 4.373
H -0.257 -3.392 4.262
C -3.148 -0.864 -5.136
C -1.810 -0.506 -5.843
C -0.550 -1.152 -5.268
O 0.259 -1.572 -6.334
C -0.595 -1.631 -7.391
O -0.277 -2.170 -8.427
O -1.763 -1.022 -7.103
H -3.392 -1.911 -4.957
H -4.014 -0.372 -5.579
H -3.092 -0.270 -4.224
H -1.645 0.567 -5.934
H -0.801 -1.865 -4.482
H -0.084 -0.409 -4.621
C -0.370 1.412 5.553
C -0.863 2.300 4.406
C -2.385 2.477 4.269
O -2.613 3.872 4.524
C -1.469 4.441 4.706
O -1.399 5.608 4.905
O -0.403 3.635 4.655
H -0.617 0.400 5.232
H -0.835 1.639 6.513
H 0.704 1.498 5.714
H -0.431 1.949 3.469
H -2.862 1.812 4.990
H -2.561 2.221 3.224
C -3.133 -2.467 2.167
O -1.912 -2.299 2.856
H -3.467 -3.497 2.285
H -3.851 -1.797 2.641
H -3.111 -2.352 1.084
H -1.536 -1.474 2.540
C 1.879 -2.689 -2.850
O 3.121 -2.658 -3.505
H 1.845 -3.647 -2.332
H 1.770 -1.842 -2.173
H 1.172 -2.669 -3.680
H 3.039 -1.961 -4.159
C 2.050 3.760 -3.893
O 0.599 3.722 -3.700
H 2.477 4.487 -3.202
H 2.357 2.777 -3.535
H 2.283 3.998 -4.931
H 0.478 3.545 -2.764
C 3.122 2.981 0.430
O 3.622 4.330 0.237
H 2.696 2.580 -0.489
H 3.927 2.288 0.675
H 2.272 3.021 1.112
H 3.809 4.725 1.092

Summary:
Lowest unoccupied orbital energy (spin up / spin down) = -1.01 / -8.09 eV
Gap between HOMO and LUMO (spin up / spin down) = 9.4 / 2.2 eV
Spin multiplicity = 2
HOMO (spin up / spin down) = -10.4 / -10.3 eV
Electronic energy = -125060.2634 eV

# 2
ORCA calculation (wB97M-V/def2-TZVPD) on the ion C2H2NO3P with charge -2.

Atoms and positions in Å:
N -2.960 0.030 -0.763
C -1.893 0.281 -0.364
C -0.234 0.689 0.439
P 1.130 -0.680 -0.106
O 2.058 0.269 -0.931
O 1.648 -1.151 1.257
O 0.427 -1.671 -1.034
H -0.274 0.561 1.453
H 0.099 1.672 0.048

Summary:
Charge = -2
Lowest unoccupied orbital energy = 7.34 eV
Gap between HOMO and LUMO = 6.8 eV
HOMO = 0.5 eV
Electronic energy = -19027.5701 eV
Relative energy (zero: lowest compared OMol25 entry of this formula, charge and spin) = 0.4194 eV

# 3
ORCA calculation (wB97M-V/def2-TZVPD) on a structure of composition C23H25OPt.

Atoms and positions in Å:
Pt -0.001 0.644 0.283
C 2.021 0.966 1.093
C 2.216 0.060 -0.030
C 2.237 0.862 -1.222
H 2.482 -0.993 0.040
C 1.816 2.171 -0.897
C 1.650 2.251 0.538
H 1.432 3.142 1.119
H 2.156 0.732 2.147
H 2.612 0.532 -2.185
H 1.710 2.997 -1.600
C -2.221 0.896 0.748
C -1.572 2.128 1.116
C -1.046 2.723 -0.088
H -1.507 2.548 2.118
C -1.370 1.872 -1.192
C -2.056 0.715 -0.674
H -2.454 -0.105 -1.256
H -2.749 0.218 1.408
H -0.561 3.688 -0.164
H -1.229 2.110 -2.237
O -0.055 -0.415 -2.381
C -0.159 -0.040 -3.788
C 0.516 -1.354 -4.251
C 0.614 1.221 -4.068
C -1.609 0.053 -4.217
C 0.554 -1.691 -2.766
H 1.508 -1.217 -4.699
H -0.146 -2.007 -4.832
H -0.107 -2.517 -2.465
H 1.567 -1.774 -2.348
H 0.510 1.489 -5.125
H 1.673 1.085 -3.844
H 0.227 2.046 -3.463
H -1.659 -0.015 -5.312
H -2.037 1.011 -3.909
H -2.190 -0.768 -3.783
C -0.146 -0.893 1.356
C -0.182 -1.648 2.338
C -0.241 -2.023 3.699
C -1.383 -1.634 4.428
C -1.354 -1.646 5.817
C -0.208 -2.091 6.494
C 0.909 -2.534 5.765
C 0.892 -2.529 4.373
H -2.235 -1.230 3.877
H -2.217 -1.282 6.372
H -0.181 -2.082 7.585
H 1.805 -2.860 6.293
H 1.768 -2.815 3.789

Summary:
Charge = -1
Lowest unoccupied orbital energy (spin up / spin down) = 2.41 / 1.28 eV
Gap between HOMO and LUMO (spin up / spin down) = 1.9 / 5.9 eV
Spin multiplicity = 5
HOMO (spin up / spin down) = 0.6 / -4.6 eV
Electronic energy = -29541.0300 eV

# 4
ORCA calculation (wB97M-V/def2-TZVPD) on a cluster of 8 separate species, C32H86N10O11 in total.

Atoms and positions in Å:
C 6.340 -18.505 10.411
O 5.374 -17.530 10.138
C 4.337 -17.459 11.103
C 3.221 -16.655 10.461
C 3.522 -15.150 10.556
N 1.847 -16.995 10.930
H 5.919 -19.467 10.725
H 7.002 -18.198 11.226
H 6.951 -18.784 9.553
H 4.056 -18.464 11.441
H 4.759 -17.029 12.015
H 3.152 -16.857 9.390
H 3.614 -14.784 11.579
H 2.671 -14.660 10.079
H 4.431 -14.906 10.009
H 1.808 -18.003 11.026
H 1.217 -16.719 10.190
C 1.464 -15.052 19.335
O 0.554 -15.622 20.260
C -0.726 -14.982 20.289
C -0.681 -13.563 20.800
C -0.190 -13.527 22.270
N -2.039 -12.989 20.714
H 1.759 -14.050 19.654
H 0.969 -14.999 18.361
H 2.350 -15.684 19.365
H -1.073 -15.077 19.255
H -1.375 -15.633 20.878
H -0.090 -13.004 20.073
H 0.537 -14.318 22.458
H -0.964 -13.724 23.016
H 0.220 -12.545 22.507
H -2.224 -12.670 21.654
H -2.689 -13.730 20.484
C 5.507 -14.905 17.739
O 5.212 -16.293 17.507
C 6.336 -17.082 17.818
C 6.097 -18.588 17.649
C 7.234 -19.498 18.150
N 5.940 -18.875 16.215
H 5.852 -14.601 18.728
H 4.523 -14.427 17.712
H 6.080 -14.421 16.948
H 7.239 -16.863 17.241
H 6.610 -17.025 18.878
H 5.143 -18.866 18.110
H 7.452 -19.217 19.185
H 8.139 -19.250 17.595
H 7.002 -20.560 18.147
H 5.535 -19.809 16.230
H 5.228 -18.244 15.856
C -6.321 -18.038 18.166
O -5.144 -17.298 17.867
C -4.059 -18.126 17.563
C -2.748 -17.302 17.621
N -2.473 -16.693 16.309
C -1.180 -15.993 16.430
C -0.835 -15.259 15.139
O 0.472 -14.655 15.351
C 0.649 -13.551 14.465
H -6.098 -18.750 18.966
H -6.657 -18.617 17.303
H -7.076 -17.336 18.512
H -4.093 -18.710 16.638
H -4.022 -18.898 18.342
H -2.011 -18.037 17.946
H -2.890 -16.513 18.365
H -3.177 -15.962 16.279
H -0.397 -16.743 16.542
H -1.397 -15.271 17.219
H -1.597 -14.489 15.003
H -0.800 -15.920 14.272
H 0.448 -13.765 13.414
H 1.699 -13.269 14.571
H 0.080 -12.680 14.795
C 6.959 -11.670 19.553
O 6.959 -11.589 18.161
C 7.347 -10.333 17.630
C 7.470 -10.413 16.118
N 6.125 -10.469 15.526
C 6.100 -10.711 14.082
C 4.710 -11.221 13.698
O 4.342 -12.363 14.458
C 4.978 -13.572 14.055
H 7.981 -11.660 19.947
H 6.487 -12.587 19.901
H 6.443 -10.802 19.976
H 8.243 -9.950 18.126
H 6.568 -9.600 17.864
H 8.133 -11.235 15.829
H 8.014 -9.507 15.842
H 5.720 -11.340 15.861
H 6.900 -11.356 13.706
H 6.219 -9.766 13.544
H 4.561 -11.430 12.635
H 3.948 -10.475 13.927
H 5.151 -13.650 12.981
H 4.375 -14.440 14.332
H 5.903 -13.760 14.607
C 4.360 -21.814 17.845
O 4.096 -21.247 16.579
C 2.982 -20.364 16.464
C 1.851 -21.142 15.843
N 2.109 -21.237 14.426
C 1.304 -22.155 13.609
C 1.960 -22.597 12.312
O 3.089 -23.472 12.529
C 3.505 -24.189 11.359
H 4.581 -21.044 18.590
H 5.189 -22.517 17.805
H 3.470 -22.320 18.230
H 3.288 -19.473 15.913
H 2.726 -19.981 17.457
H 0.915 -20.598 16.004
H 1.753 -22.153 16.253
H 3.091 -21.453 14.305
H 0.302 -21.737 13.510
H 1.178 -23.109 14.140
H 2.370 -21.712 11.818
H 1.223 -23.153 11.730
H 4.203 -24.897 11.801
H 3.915 -23.450 10.669
H 2.682 -24.751 10.913
N 2.141 -16.572 13.788
C 3.156 -16.774 14.657
N 2.898 -16.123 15.804
O 4.108 -17.499 14.403
H 1.454 -15.906 14.112
H 2.315 -16.742 12.800
H 2.085 -15.541 15.931
H 3.622 -16.094 16.514
N 6.984 -16.347 13.626
C 8.198 -16.697 14.076
N 8.167 -17.724 14.901
O 9.243 -16.183 13.683
H 6.151 -16.819 13.946
H 6.963 -15.664 12.888
H 7.324 -18.179 15.260
H 9.041 -17.962 15.342

Summary:
Lowest unoccupied orbital energy = 0.56 eV
Gap between HOMO and LUMO = 9.1 eV
HOMO = -8.5 eV
Electronic energy = -71997.8182 eV
Relative energy (zero: lowest compared OMol25 entry of this formula, charge and spin) = 1.1048 eV